C33H76N7O7S | ωB97M-V/def2-TZVPD

orbital gap: 8.02 eV
LUMO level: -2.06 eV
highest occupied orbital energy: -0.3703 hartree
energy relative to the best compared isomer or geometry (same formula, charge and spin): 0.0000 eV
total charge: +1

Each line ends with the Löwdin charge.
Atoms and positions in Å:
C 2.08589 -0.84029 1.00916  -0.098
C 1.85401 -0.05959 -0.27477  -0.262
C 0.37039 0.03629 -0.66854  -0.187
C -0.00793 -0.49571 -2.05703  -0.181
C -0.20263 0.59018 -3.13504  -0.174
C 0.90585 0.73898 -4.19194  -0.172
C 1.92019 1.88087 -3.96651  -0.222
C 3.18287 1.37867 -3.28397  -0.282
S 4.30331 2.62160 -2.61763  1.174
C 3.56348 4.24553 -2.90152  -0.285
C 2.73929 4.85293 -1.76498  -0.209
C 1.55921 4.07312 -1.18427  -0.203
C 1.05881 4.73156 0.12037  -0.174
C 1.01559 3.79090 1.31599  -0.262
N 2.36192 3.59321 1.89849  0.020
O 4.21384 2.44160 -1.04505  -0.418
C 5.48275 2.28817 -0.32323  -0.225
C 5.74501 3.49535 0.55722  -0.051
H 1.52029 -0.42333 1.84564  0.080
H 1.83251 -1.88987 0.87473  0.057
H 3.14497 -0.79372 1.28437  0.065
H 2.39506 -0.57876 -1.07492  0.094
H 2.30271 0.93564 -0.19075  0.066
H 0.02193 1.06946 -0.60226  0.094
H -0.20613 -0.50964 0.07912  0.087
H 0.72236 -1.23965 -2.38866  0.115
H -0.95744 -1.01504 -1.94922  0.072
H -0.37156 1.55747 -2.65360  0.100
H -1.12186 0.36061 -3.67782  0.096
H 1.44764 -0.20303 -4.31187  0.117
H 0.43303 0.93465 -5.15641  0.104
H 1.44475 2.70341 -3.43536  0.079
H 2.21735 2.25663 -4.94883  0.100
H 3.81862 0.89034 -4.02063  0.082
H 2.98847 0.67633 -2.47188  0.081
H 4.44677 4.86427 -3.07154  0.098
H 3.01609 4.18025 -3.84104  0.085
H 3.41719 5.14663 -0.96322  0.096
H 2.33327 5.78239 -2.17724  0.116
H 0.74834 4.09139 -1.91453  0.074
H 1.80653 3.02233 -1.01243  0.086
H 0.06557 5.14745 -0.03845  0.115
H 1.72482 5.56293 0.36769  0.114
H 0.59654 2.82962 1.01242  0.097
H 0.36713 4.22203 2.07929  0.105
H 2.54763 2.61046 2.04523  0.056
H 3.06549 3.90733 1.24214  0.023
H 5.36305 1.37969 0.26255  0.126
H 6.28535 2.12782 -1.04520  0.103
H 6.81604 3.64382 0.68693  0.088
H 5.30381 3.37360 1.54596  0.080
H 5.32144 4.39584 0.11546  0.073
C -0.85905 -3.03011 0.54229  -0.354
O 0.24302 -3.48417 0.26515  -0.012
N -1.54454 -3.33095 1.65311  -0.168
C -2.83515 -2.72865 1.93896  -0.045
C -0.97437 -4.28415 2.59140  -0.031
H -1.38923 -2.31577 -0.10932  0.105
H -2.80938 -2.18396 2.88067  0.079
H -3.60791 -3.49570 2.01446  0.096
H -3.08423 -2.04058 1.13080  0.045
H -0.01117 -3.92716 2.95785  0.092
H -0.80956 -5.24467 2.10194  0.092
H -1.65882 -4.40024 3.42629  0.064
C -2.69178 -3.27831 6.29905  -0.344
O -3.05795 -3.32109 5.13391  -0.012
N -3.21254 -4.01526 7.28677  -0.189
C -2.73454 -3.91980 8.65108  -0.053
C -4.29080 -4.94870 6.98638  -0.034
H -1.88022 -2.61112 6.63479  0.134
H -2.35422 -4.88340 8.99326  0.093
H -3.53871 -3.60799 9.31980  0.091
H -1.93208 -3.18660 8.70620  0.081
H -3.96113 -5.68428 6.25393  0.097
H -5.14231 -4.41127 6.56607  0.093
H -4.58891 -5.46433 7.89104  0.057
C 6.01600 2.60673 -6.17043  -0.330
O 4.96972 2.15598 -5.72110  -0.022
N 7.23113 2.26245 -5.73302  -0.184
C 8.43777 2.89826 -6.23136  -0.043
C 7.34128 1.22853 -4.71049  -0.025
H 6.03351 3.37052 -6.96211  0.140
H 9.09828 2.16338 -6.69224  0.096
H 8.97448 3.39137 -5.41994  0.093
H 8.17302 3.64340 -6.97804  0.087
H 6.99983 0.26543 -5.09127  0.101
H 6.69811 1.48002 -3.86555  0.052
H 8.37916 1.14801 -4.40227  0.093
C -0.30355 5.17642 -3.93804  -0.353
O -0.09862 5.90877 -2.98862  0.014
N 0.26836 5.32780 -5.14766  -0.186
C 0.08000 4.36604 -6.21659  -0.050
C 1.13854 6.47270 -5.36037  -0.029
H -0.95533 4.28726 -3.87427  0.141
H 1.04924 3.92559 -6.46480  0.084
H -0.33620 4.82013 -7.11623  0.094
H -0.58709 3.57659 -5.87580  0.084
H 1.96833 6.46452 -4.65096  0.078
H 0.59180 7.40379 -5.21605  0.099
H 1.52876 6.43744 -6.37435  0.091
C -6.14004 -8.36078 9.00740  -0.343
O -5.29419 -7.64867 8.49512  -0.001
N -7.45318 -8.07900 9.02646  -0.196
C -8.42376 -8.95973 9.64480  -0.056
C -7.90400 -6.84700 8.40150  -0.039
H -5.89052 -9.31299 9.50247  0.135
H -9.15602 -9.30375 8.91238  0.090
H -8.95118 -8.44878 10.45214  0.090
H -7.91353 -9.82690 10.05829  0.083
H -7.63815 -6.83414 7.34416  0.093
H -7.43782 -5.98313 8.87631  0.091
H -8.98357 -6.77334 8.50293  0.086
C -4.05720 -1.39728 -1.09651  -0.336
O -3.05402 -0.71971 -0.94220  -0.003
N -4.89738 -1.27584 -2.13515  -0.187
C -6.07942 -2.10440 -2.27373  -0.048
C -4.60379 -0.27720 -3.14848  -0.035
H -4.36043 -2.17987 -0.38188  0.125
H -6.03640 -2.68758 -3.19493  0.092
H -6.98141 -1.49068 -2.28972  0.092
H -6.14118 -2.79022 -1.43174  0.086
H -3.63443 -0.47386 -3.60842  0.083
H -4.57180 0.71894 -2.70655  0.095
H -5.37722 -0.30973 -3.91132  0.088

***

C4H11N2O2 | ωB97M-V/def2-TZVPD

orbital gap: 10.77 eV
LUMO level: -2.77 eV
highest occupied orbital energy: -0.4976 hartree
energy relative to the best compared isomer or geometry (same formula, charge and spin): 0.6763 eV
total charge: +1

Each line ends with the Löwdin charge.
Atoms and positions in Å:
C -2.11671 2.20668 -1.07243  -0.014
C -1.15065 1.29873 -0.41973  -0.255
C -0.43575 1.42335 0.72885  0.029
N 0.23277 0.21851 0.87478  0.125
C -0.01319 -0.57495 -0.13578  -0.096
N -0.93841 0.01107 -0.89655  0.170
H -2.15711 2.10695 -2.15697  0.092
H -1.83949 3.26762 -1.02613  0.098
H -3.07951 2.26430 -0.56319  0.098
H -0.52678 2.16259 1.50130  0.142
H 0.78360 -0.10770 1.65486  0.172
H 0.42697 -1.50017 -0.42378  0.126
H -1.46277 -0.21076 -1.72675  0.181
H 1.63112 -2.90617 1.53697  0.053
H 0.10550 -3.44824 1.19181  0.064
O 0.71938 -2.72541 1.31463  -0.047
H 3.27027 -1.67412 -0.66249  0.064
H 3.62461 -0.91528 0.47034  0.049
O 2.92615 -0.89700 -0.18975  -0.050

***

C10H12N2O | ωB97M-V/def2-TZVPD

orbital gap: 9.35 eV
LUMO level: 0.87 eV
SMILES: [H]/N=C(\N)Oc1ccc2c(c1)CCC2
highest occupied orbital energy: -0.3116 hartree
energy relative to the best compared isomer or geometry (same formula, charge and spin): 2.0976 eV
total charge: 0

Each line ends with the Löwdin charge.
Atoms and positions in Å:
H 3.55508 -1.91567 0.96163  0.072
N 2.82439 -1.14579 0.95461  0.105
C 3.25208 -0.29287 0.04445  -0.499
N 4.61275 -0.12588 -0.40760  0.124
O 2.52793 0.75739 -0.35481  0.044
C 1.14337 0.66531 -0.17065  -0.272
C 0.58107 1.83130 -0.00292  -0.033
C -0.80183 1.93700 0.26070  -0.032
C -1.53998 0.80593 0.27526  -0.229
C -0.91001 -0.46420 0.10103  -0.154
C 0.43948 -0.55910 -0.17639  0.039
C -2.00013 -1.51644 -0.10993  -0.155
C -3.32726 -0.79400 -0.50099  -0.145
C -3.01733 0.54357 0.31908  -0.144
H 4.83315 0.76955 -0.69718  0.048
H 5.36304 -0.54822 0.17993  0.112
H 1.16747 2.79639 -0.05532  0.147
H -1.34021 2.92654 0.45032  0.138
H 0.96113 -1.52728 -0.39239  0.130
H -1.61908 -2.21227 -0.87660  0.111
H -2.27889 -2.05424 0.83390  0.123
H -4.23957 -1.21467 -0.10084  0.091
H -3.25321 -0.73635 -1.62828  0.124
H -3.43891 1.50974 -0.23294  0.140
H -3.49455 0.56425 1.32595  0.116

***

orbital gap of number 2 (C4H11N2O2)? 10.77 eV

***

Which value of highest occupied orbital energy does entry 1 give? -0.3703 hartree

***

Which formula does entry 3 have? C10H12N2O

***

highest occupied orbital energy of number 1 (C33H76N7O7S)? -0.3703 hartree